No. 1
{
  "formula": "C3H2CrFO2",
  "method": "ωB97M-V/def2-TZVPD",
  "s2": 8.82,
  "multiplicity": 6,
  "relative_energy_kj_mol": 7.4,
  "charge": 0,
  "homo_lumo_gap_ev": [7.105, 8.639],
  "species": ["F", "O", "O", "C", "C", "C", "H", "H", "Cr"],
  "xyz": [[-2.11842, 0.21256, 1.81088], [0.20244, 0.47790, -1.41503], [0.17365, -1.76474, -1.92563], [0.36107, 0.78814, 0.04144], [0.41325, -0.65123, 0.30841], [0.28207, -0.85791, -1.13241], [1.26247, 1.38925, 0.24558], [0.75262, -1.26995, 1.13520], [-1.32914, 1.67596, 0.93156]],
  "lowdin_spin": [0.0663, 0.0129, 0.1265, 0.0437, 0.5171, 0.0807, 0.0216, 0.0230, 4.1083]
}

---

No. 2
{
  "formula": "C3H2CrLiO2",
  "method": "ωB97M-V/def2-TZVPD",
  "s2": 6.30,
  "multiplicity": 5,
  "relative_energy_kj_mol": 178.5,
  "charge": 1,
  "homo_lumo_gap_ev": [6.790, 6.914],
  "species": ["C", "Li", "O", "C", "H", "H", "Cr", "O", "C"],
  "xyz": [[0.56364, 0.23573, -0.14048], [-1.31297, -1.73226, 0.93794], [-0.99183, 0.15612, 0.74482], [-0.78647, 0.62153, -0.59204], [-0.93908, 1.70451, -0.69627], [-1.26162, 0.07221, -1.41599], [2.44065, 0.47135, 0.98303], [1.77066, -0.68240, -0.54894], [0.51702, -0.84677, 0.72793]],
  "lowdin_spin": [-0.0833, 0.0036, -0.0034, -0.0096, 0.0001, -0.0006, 4.2881, -0.2177, 0.0228]
}

---

No. 3
{
  "formula": "C3H2CuFLiO4",
  "method": "ωB97M-V/def2-TZVPD",
  "s2": 0.76,
  "multiplicity": 2,
  "charge": 0,
  "homo_lumo_gap_ev": [3.450, 6.445],
  "species": ["C", "C", "O", "C", "O", "O", "O", "Cu", "H", "F", "H", "Li"],
  "xyz": [[2.32667, -0.65051, -0.34781], [1.48102, 0.33006, 0.41844], [-0.02569, 1.01809, -0.31083], [-1.07732, 0.28389, -0.58221], [-2.13512, 0.73807, -0.98773], [-1.12470, -0.98676, -0.22479], [2.10250, -1.87498, -0.32939], [-2.84327, -0.08437, 1.26751], [3.15154, -0.22043, -0.91638], [2.25666, 1.36269, 0.79062], [1.06515, -0.11281, 1.32015], [0.37504, -2.59072, 0.00520]],
  "lowdin_spin": [0.3182, 0.1689, 0.1421, 0.0113, 0.0071, 0.0042, 0.2660, 0.0120, 0.0171, 0.0444, 0.0031, 0.0056]
}

---

No. 4
{
  "formula": "C3H2CuO2",
  "method": "ωB97M-V/def2-TZVPD",
  "s2": 2.00,
  "multiplicity": 3,
  "relative_energy_kj_mol": 174.1,
  "charge": 1,
  "homo_lumo_gap_ev": [8.437, 3.382],
  "species": ["O", "C", "C", "H", "H", "C", "O", "Cu"],
  "xyz": [[0.68362, -1.61432, -0.72670], [-0.36481, -2.95460, 1.14433], [-1.32190, -2.57343, 0.48934], [0.37146, -3.30702, 1.84748], [-2.23894, -2.24871, 0.02656], [0.62229, -0.30650, -0.98688], [0.18659, 0.76760, -0.91764], [-0.83205, 2.50075, -0.51776]],
  "lowdin_spin": [0.0279, 0.0218, 0.0203, 0.0003, 0.0002, 0.0056, 0.2296, 1.6943]
}

---

No. 5
{
  "formula": "C3H2ErFO2",
  "method": "ωB97M-V/def2-TZVPD",
  "s2": 3.97,
  "multiplicity": 4,
  "relative_energy_kj_mol": 657.4,
  "charge": 2,
  "homo_lumo_gap_ev": [5.763, 5.858],
  "species": ["F", "O", "O", "C", "C", "C", "H", "H", "Er"],
  "xyz": [[2.14820, -0.59029, 1.88071], [-1.10781, 1.28112, -0.56048], [0.52268, -0.71137, 0.07759], [-0.64233, 1.41024, 0.59934], [1.43604, 0.28806, 1.18437], [0.06977, 0.32897, 1.22138], [-0.51481, 2.42149, 1.01487], [0.98771, 1.04183, 2.20422], [-0.71074, -0.57174, -1.78452]],
  "lowdin_spin": [0.0370, 0.0126, -0.1381, 0.0418, 0.1434, 0.0008, -0.0016, -0.0975, 3.0016]
}

---

No. 6
{
  "formula": "C3H2EuFO",
  "method": "ωB97M-V/def2-TZVPD",
  "s2": 20.01,
  "multiplicity": 9,
  "charge": 0,
  "homo_lumo_gap_ev": [5.643, 6.047],
  "species": ["C", "O", "C", "C", "F", "H", "H", "Eu"],
  "xyz": [[0.90823, -0.81211, 0.46522], [-1.52803, -0.64280, 0.29581], [-0.99284, 0.36868, -0.23366], [0.48195, 0.34296, -0.09519], [1.94942, -1.50181, -0.03320], [0.60701, -1.17982, 1.44708], [1.09332, 0.98505, -0.73232], [-2.51906, 2.43986, -1.11375]],
  "lowdin_spin": [0.0016, 0.0246, 0.0437, 0.0059, 0.0007, -0.0002, 0.0016, 7.9221]
}

---

No. 7
{
  "formula": "C3H2F2I2O",
  "method": "ωB97M-V/def2-TZVPD",
  "relative_energy_kj_mol": 369.3,
  "charge": 0,
  "homo_lumo_gap_ev": [8.151, 6.859],
  "species": ["C", "C", "C", "O", "F", "F", "I", "I", "H", "H"],
  "xyz": [[0.56533, -0.41690, 0.29999], [-2.27434, 0.03013, -0.20789], [1.58088, 0.66070, 0.18799], [0.64574, -1.57456, 0.15882], [1.16817, 1.41022, -0.83361], [1.68345, 1.50545, 1.19360], [-2.19128, -2.04875, -0.14637], [3.55133, -0.28197, -0.29186], [-1.93707, 0.39842, 0.74843], [-2.79221, 0.31728, -1.10911]],
  "nbo_charge": [0.4701, -0.5742, 0.5080, -0.4106, -0.3129, -0.3004, 0.1676, 0.0186, 0.2166, 0.2172]
}

---

No. 8
{
  "formula": "C3H2F2N2O",
  "method": "ωB97M-V/def2-TZVPD",
  "relative_energy_kj_mol": 486.4,
  "charge": 0,
  "homo_lumo_gap_ev": [8.388, 8.565],
  "species": ["C", "C", "C", "N", "N", "O", "F", "F", "H", "H"],
  "xyz": [[-2.65736, -0.21440, 0.02170], [-2.42857, 1.02558, 0.24901], [-1.42806, -1.19863, 0.18923], [-0.02380, 0.83484, 0.28796], [-0.26484, -0.53485, 0.32337], [-1.58593, -2.40361, 0.29110], [-3.76690, -0.94705, -0.47753], [-2.69312, 2.27692, 0.19521], [-0.26942, 1.23799, -0.60715], [0.63655, -0.85143, 0.85235]],
  "nbo_charge": [0.0950, 0.4493, 0.6174, -0.3554, -0.4701, -0.5327, -0.3072, -0.2525, 0.3225, 0.4338]
}

---

No. 9
{
  "formula": "C3H2F2O",
  "method": "ωB97M-V/def2-TZVPD",
  "relative_energy_kj_mol": 580.8,
  "charge": 0,
  "homo_lumo_gap_ev": [7.715, 7.713],
  "species": ["C", "C", "C", "O", "F", "F", "H", "H"],
  "xyz": [[1.34523, 0.42602, -0.43800], [0.07667, -1.06355, 0.44843], [-0.67205, 0.17930, 0.18228], [0.34836, 1.16564, 0.03680], [-0.40021, -2.11066, -0.16228], [-1.55778, 0.50414, 1.22013], [2.23227, 0.86391, -0.58494], [-1.37250, 0.03520, -0.70242]],
  "nbo_charge": [0.2146, 0.2687, 0.2991, -0.4277, -0.3206, -0.3372, 0.1353, 0.1677]
}

---

No. 10
{
  "formula": "C3H2F2O2",
  "method": "ωB97M-V/def2-TZVPD",
  "smiles": "O=C=CF.O=CF",
  "relative_energy_kj_mol": 198.2,
  "charge": 0,
  "homo_lumo_gap_ev": 9.351,
  "species": ["O", "C", "C", "F", "H", "O", "C", "F", "H"],
  "xyz": [[0.37996, -1.93090, -1.45901], [-0.28817, -1.04321, -1.06719], [-1.12719, -0.01800, -0.94438], [-0.78324, 1.18295, -0.53302], [-2.19056, -0.23160, -0.75851], [0.41322, -0.35753, 1.80960], [0.93610, 0.51827, 1.24176], [1.91079, 0.26916, 0.34260], [0.74909, 1.61086, 1.36815]],
  "nbo_charge": [-0.4118, 0.6164, -0.0960, -0.3173, 0.2114, -0.5149, 0.7246, -0.3479, 0.1356]
}

---

No. 11
{
  "formula": "C3H2F2O2S",
  "method": "ωB97M-V/def2-TZVPD",
  "smiles": "O=C(O)C(=S)C(F)F",
  "relative_energy_kj_mol": 15.3,
  "charge": 0,
  "homo_lumo_gap_ev": 7.845,
  "species": ["O", "C", "O", "C", "S", "C", "F", "F", "H", "H"],
  "xyz": [[2.20097, 1.05521, -0.16937], [1.04687, 0.74763, 0.12069], [0.11923, 1.59350, 0.73390], [0.46134, -0.66131, -0.18325], [1.36160, -2.07643, 0.08004], [-1.08241, -0.72896, -0.31129], [-1.72792, -1.05546, 0.96588], [-1.75823, 0.36047, -0.79992], [0.61623, 2.39712, 0.43502], [-1.23767, -1.63175, -0.87171]],
  "nbo_charge": [-0.5342, 0.7067, -0.6543, -0.2478, 0.2324, 0.5048, -0.3595, -0.3128, 0.5035, 0.1611]
}

---

No. 12
{
  "formula": "C3H2F2OS",
  "method": "ωB97M-V/def2-TZVPD",
  "smiles": "OC(=S)/C(F)=C\\F",
  "relative_energy_kj_mol": 193.8,
  "charge": 0,
  "homo_lumo_gap_ev": 8.306,
  "species": ["O", "C", "S", "C", "F", "C", "F", "H", "H"],
  "xyz": [[1.56796, 0.77984, -0.43519], [0.82255, -0.27387, -0.98601], [1.26555, -1.29110, -2.14199], [-0.43553, -0.31187, -0.21373], [-1.17995, -1.58925, -0.38184], [-0.96368, 0.29402, 0.89749], [-0.57808, 1.67204, 1.13097], [1.14657, 0.91748, 0.51668], [-1.64539, -0.19730, 1.61362]],
  "nbo_charge": [-0.6453, 0.0894, 0.1156, 0.2271, -0.3561, 0.1880, -0.3472, 0.4951, 0.2334]
}